This record from the Open Molecules 2025 dataset describes a 8-piece molecular cluster, C22H63N3O8 overall in a non-equilibrium geometry. The level of theory is wB97M-V/def2-TZVPD.

Each line ends with the Löwdin charge.
Element x y z (Å)
H -2.813646 8.127244 1.773717  0.09
C -4.210066 0.268254 -1.348423  -0.35
H -1.483656 7.017964 1.807607  0.08
H 1.062994 5.584464 -1.198493  0.08
H -5.008886 0.406194 -3.297783  0.08
H -2.533616 -1.714636 2.701477  0.06
H 2.402504 3.967714 4.512477  0.08
H -1.328166 4.188864 4.731717  0.12
H -0.382696 5.849244 -2.249353  0.08
H 5.546194 0.006334 -4.891703  0.08
C -2.526376 7.110964 1.503977  -0.11
H -3.132746 6.397224 2.061637  0.09
C 0.028684 5.925554 -1.242853  -0.05
H -0.998216 3.875744 -1.624733  0.06
H 0.241554 -7.489786 -0.040403  0.07
H 3.119974 0.262304 0.252717  0.11
O -4.030466 1.134584 -0.277833  -0.08
H -0.508486 5.209664 0.749587  0.12
H -1.052236 3.980954 7.628697  0.08
H 0.731724 3.735354 6.268337  0.13
H -1.105776 -1.689566 2.324757  0.06
C 1.831374 -0.503176 -1.391163  -0.09
H -0.114976 -2.754506 -6.077943  0.07
C 0.814164 -6.296056 3.134867  -0.11
H 2.495994 -1.383836 0.374277  0.11
H 1.618804 0.436094 -1.901733  0.07
C -0.722656 -1.040406 -7.249773  -0.28
H 0.895974 -1.046476 -1.525153  0.07
H -3.330196 -3.641026 1.441947  0.07
H 1.875914 -6.004606 -0.710113  0.07
O -0.351766 -5.633686 2.711247  -0.20
H 0.200784 -3.898256 1.903547  0.12
N -0.734726 3.745294 -0.658473  0.04
H -0.978056 2.529134 4.152397  0.13
C 1.463464 -6.320846 -1.668223  -0.09
H 0.435704 1.286594 5.605017  0.07
H 0.351764 -3.876256 3.641477  0.12
O -1.762376 -0.486566 -6.399003  -0.11
C -0.856176 5.133864 -0.280683  -0.46
O 1.177584 0.116904 0.739737  -0.08
C -1.688536 -3.582106 2.750977  -0.44
C 0.343674 -1.840096 -6.454233  -0.08
C -0.277376 -4.230616 2.824957  -0.20
C 2.251984 -0.368626 0.061357  -0.36
O 0.014364 -8.004336 -0.818373  -0.07
H -2.794526 5.272824 -1.241643  0.13
H -2.246296 -4.902936 1.009217  0.08
H 0.806564 -1.292446 -5.633313  0.06
C -2.321576 5.613564 -0.320603  -0.22
H 0.017324 6.988184 -1.000383  0.08
H -2.315556 2.883084 7.896347  0.09
H -2.329686 -4.111456 3.455827  0.13
H 2.174124 -6.271416 -2.493233  0.07
C 6.234834 -0.262246 -4.090613  -0.10
H 6.978384 0.534754 -4.086683  0.07
H -1.209296 -1.776716 -7.889403  0.10
N 1.155394 1.928564 5.304977  0.05
C -1.901366 3.525414 7.119207  -0.13
H 1.881344 -8.392196 -1.297413  0.11
C -2.268486 -3.882746 1.392387  -0.08
C 1.072234 -7.773786 -1.685993  -0.36
H 6.194374 -2.313696 -4.011973  0.11
H -4.415736 1.978754 -2.550243  0.07
H -3.288726 -0.109646 -1.791633  0.12
H 0.881254 0.957634 0.383447  0.08
H -1.797536 -3.167866 0.717667  0.08
C -0.929916 3.210774 5.001597  -0.19
O 7.468274 -1.688926 -5.577703  -0.09
C -4.945446 1.036394 -2.410703  -0.10
H 0.914814 -6.182916 4.214297  0.09
C 1.337924 3.980944 4.278787  -0.09
H 0.628874 -5.674266 -1.939323  0.08
H 1.110364 5.044964 4.343427  0.08
H 5.661484 -0.240846 -3.163843  0.07
C 0.603054 3.226744 5.312907  -0.49
H 7.835494 -1.715926 -3.622323  0.11
H -1.564516 3.218054 -0.427003  0.06
H 8.214974 -1.090706 -5.656293  0.08
C 6.953624 -1.567296 -4.245473  -0.32
H -2.955316 4.963754 0.282907  0.11
H 1.700574 -5.875146 2.660317  0.08
H -0.398956 -0.112346 -7.720953  0.11
H -2.579986 -0.816596 -6.778733  0.07
O -2.592146 6.904144 0.130197  -0.17
O -1.717576 2.658924 6.032127  -0.17
H 1.190844 -2.078486 -7.097323  0.07
H 1.239524 3.593024 3.264917  0.08
H -5.945206 1.350004 -2.110323  0.07
H 0.664554 -7.348996 2.896047  0.09
H 0.806634 -8.087646 -2.695473  0.12
H -4.856976 1.190794 0.207257  0.09
N -1.677696 -2.144586 3.021867  0.04
H 2.540784 -1.101736 -1.962613  0.06
H -2.568606 4.370484 6.949687  0.08
H -4.864536 -0.558996 -1.073793  0.11
H 1.244774 1.619744 4.347507  0.07

Cartesian forces, eV/Å:
-0.29 -0.05 -0.43
-1.57 -0.08 -0.96
0.13 -0.15 0.45
-0.10 -0.12 -0.16
-0.07 0.43 -0.35
-0.92 -0.38 0.50
0.14 -0.31 -0.01
0.10 0.28 -0.13
0.16 -0.18 -0.17
0.02 -0.60 -0.20
0.88 -0.20 0.47
-0.15 -0.14 0.07
-0.24 0.52 0.65
0.71 -0.74 -1.12
-0.41 -0.07 0.36
0.35 -0.02 -0.43
1.06 0.31 1.36
0.21 0.33 0.08
0.84 -0.24 -0.60
0.22 -0.19 0.26
1.12 -0.07 -0.07
0.35 -0.31 -1.02
0.14 0.02 0.05
-0.47 0.17 0.22
-0.13 0.07 0.61
0.46 0.28 0.07
-0.20 0.13 1.33
-0.12 -0.21 0.67
-0.17 0.22 -0.19
0.19 0.01 -0.11
-0.65 -0.01 0.29
0.53 0.41 -0.20
-0.71 -0.33 -1.25
-0.54 0.05 -0.19
0.20 -0.16 -1.06
-0.04 -0.38 0.80
-0.27 -0.16 0.46
-0.02 -0.77 0.19
-0.13 0.95 0.82
-1.84 0.36 2.28
0.30 -1.43 0.27
-0.24 0.82 -0.38
-0.30 0.93 -0.99
0.40 -0.54 -1.78
-1.37 -0.21 0.57
0.21 1.39 -1.04
0.53 -0.02 0.24
-0.41 0.20 0.14
-0.33 -1.57 1.25
-0.01 0.04 0.09
-0.38 0.18 0.02
0.11 0.27 0.53
0.51 0.69 0.28
0.42 1.12 0.53
-0.08 0.32 0.26
0.27 0.38 -0.64
-0.09 -2.04 0.50
-0.58 -0.38 1.32
0.61 -0.06 -0.59
-0.79 0.50 -0.47
0.48 0.03 0.38
0.48 -0.69 -0.56
0.19 -0.13 -0.59
0.28 0.12 0.64
0.12 0.11 -0.18
-0.01 -0.26 -0.54
0.99 -0.20 -0.12
-0.56 -0.57 -0.19
-0.04 0.20 -0.50
0.21 -0.10 0.20
1.06 1.73 -0.22
-0.12 -0.07 0.11
-0.35 0.09 -0.48
0.12 0.14 0.16
-1.72 1.03 -0.16
-0.43 0.24 0.76
-0.28 -0.33 1.17
0.01 0.04 0.03
0.00 0.01 -0.79
0.37 -0.63 0.98
0.21 -0.15 -0.19
0.82 -0.70 -0.70
-0.19 0.18 0.31
-0.41 1.06 -1.81
0.57 0.26 -0.03
-0.17 -0.26 -0.27
-0.33 0.04 -0.04
-0.17 -0.35 0.16
0.27 0.05 -0.03
-0.12 -0.11 0.10
0.02 0.03 0.03
0.36 0.07 -0.10
0.32 0.31 -0.21
-0.37 -0.09 -0.52
0.36 -0.50 0.21
0.46 0.15 -0.45

The value obtained for the HOMO-LUMO gap is 9.4 eV. The structure (SMILES) is COC[C@H](C)N.COC[C@H](C)N.COC[C@H](C)N.CCO.CCO.CCO.CCO.CCO. As for the total charge: 0.



This record from the Open Molecules 2025 dataset describes an isolated ion of composition C2H7N3OP and charge +1 in a non-equilibrium geometry. The level of theory is wB97M-V/def2-TZVPD.

Each line ends with the Löwdin charge.
Element x y z (Å)
O 0.233847 2.380140 -0.134927  0.17
H -0.344225 -1.449920 1.302377  0.22
H -1.763708 0.478437 1.034997  0.07
H 2.015838 -0.945650 -1.449960  -0.01
C -1.822815 0.271538 0.012674  -0.09
N 0.026193 -1.306504 0.227461  -0.18
N 1.799354 0.608024 0.162448  -0.17
H -0.233670 -2.164890 -0.377113  0.17
C 0.657534 1.266611 -0.095418  -0.39
H -1.915821 1.278110 -0.415689  0.10
N -0.496919 -0.101274 -0.437017  -0.16
H -2.620218 -0.414847 -0.259677  0.10
H 2.574129 1.218546 0.433188  0.14
P 1.890481 -1.118325 -0.003350  1.02

Cartesian forces, eV/Å:
1.15 -2.21 0.09
1.28 0.30 -2.94
-0.48 -0.04 2.11
-0.95 -0.93 0.70
0.79 0.89 -1.11
-0.56 -0.13 0.16
-0.19 0.77 0.52
0.15 1.51 1.35
-3.17 -1.00 -0.49
-0.61 -0.38 -0.25
1.92 1.00 0.14
0.10 0.07 -0.19
-0.06 -0.54 0.08
0.64 0.68 -0.16

The value obtained for the HOMO-LUMO gap is 9.7 eV. The structure (SMILES) is CN1[NH2+]PNC1=O. As for the total charge: +1.



This record from the Open Molecules 2025 dataset describes a 2-piece molecular cluster, FH3P2 overall in a non-equilibrium geometry. The level of theory is wB97M-V/def2-TZVPD.

Each line ends with the Löwdin charge.
Element x y z (Å)
F 2.101480 -0.761407 -0.650262  -0.10
P -1.149300 1.240248 0.307463  0.27
H -2.613072 -0.502372 1.027166  -0.29
H 2.939414 -0.381818 -0.702090  0.08
H 0.133497 1.212036 -0.396303  -0.24
P -1.412020 -0.806686 0.414028  0.28

Cartesian forces, eV/Å:
-0.14 -0.06 0.01
0.72 -1.29 -0.47
-0.85 -0.24 0.48
0.14 0.06 -0.01
-0.65 -0.02 0.41
0.79 1.55 -0.42

The value obtained for the HOMO-LUMO gap is 8.6 eV. As for the total charge: 0.



This record from the Open Molecules 2025 dataset describes C27H46BrNOP2SSr as an isolated structure in a non-equilibrium geometry. The level of theory is wB97M-V/def2-TZVPD.

Each line ends with the Löwdin charge.
Element x y z (Å)
C 1.373833 1.360371 -2.765393  -0.12
C 0.689098 1.961665 -1.685122  -0.37
H -0.600250 -4.341687 -1.180148  0.07
H -1.669025 2.606288 -5.235980  0.10
C -3.305363 2.518430 0.244808  -0.09
H 1.417444 -2.618336 3.684626  0.07
C 2.808258 2.334796 -0.570165  -0.09
H -1.141458 -0.280703 2.058280  0.07
C -0.626957 0.258274 2.868412  -0.24
N 8.968950 4.608926 -1.442166  0.09
H 0.786926 1.102763 -3.650539  0.11
H 7.905803 5.042997 -3.180650  0.12
H 3.367975 2.895385 0.192154  0.14
P -1.065341 2.523901 -1.558787  1.00
H -2.949181 2.630510 -2.958920  0.10
H -3.189870 3.343790 0.962046  0.08
C 5.772237 1.839721 -0.483298  -0.01
C 0.115886 -5.524083 -2.884419  -0.19
H -0.168710 2.722933 -4.303361  0.06
H 6.073697 3.438034 -2.732960  0.11
C 6.889005 2.728803 -0.797983  -0.19
H -0.240923 -2.363552 2.956318  0.08
C 9.016240 3.870661 -0.313807  -0.10
C 2.752349 1.076683 -2.640012  -0.13
Sr 2.729891 -0.456203 -0.420635  1.52
H 0.303757 -3.373144 -2.345371  -0.01
H -1.555299 -1.544158 -3.840943  -0.01
H -0.209011 4.641254 -2.155414  0.10
C -1.944598 2.230825 -3.104259  -0.30
O 1.587724 -0.598391 1.596921  -0.82
H -1.884654 4.739658 -1.660990  0.11
H -1.232115 1.949212 0.699969  0.05
H -3.492655 -4.676348 -0.644216  0.06
H -2.300194 -2.461139 -1.105455  -0.04
C 0.536473 -1.958290 3.625987  -0.23
H 5.367554 0.594214 -2.204604  0.14
H -0.592310 1.346787 2.691120  0.05
C -2.993102 -2.920750 -1.827963  -0.50
C 3.527348 1.674701 -1.607291  -0.38
C 4.931178 1.276466 -1.430714  -0.14
C -2.722260 -2.558713 -5.434152  -0.18
H -2.448755 -1.914639 -6.276911  0.06
H -4.675746 -4.291406 -1.910271  0.07
H -3.899105 2.899650 -0.619114  0.09
H -0.780494 4.267608 0.826985  0.06
C -0.910371 4.330424 -1.371510  -0.31
H -2.842980 -3.577478 -5.823893  0.07
C -1.246960 2.921753 -4.279716  -0.11
S 1.083301 -0.324259 3.030615  0.94
P -1.964798 -3.784026 -3.077738  0.93
H -2.064108 0.813052 -0.356444  0.02
H 5.625585 1.567781 0.570441  0.13
H -0.659962 -6.293795 -2.842784  0.06
C -1.632176 -2.515222 -4.349602  -0.47
H -3.497482 -2.096846 -2.350480  0.07
H -0.942685 5.887326 0.118348  0.10
C 8.010908 2.955411 0.051377  0.01
H -0.648487 -2.740733 -4.784496  0.08
H -2.046887 1.142417 -3.229380  0.09
C 7.927424 4.423127 -2.267412  -0.11
H 0.866024 2.586620 0.368817  0.11
C -0.472410 4.899877 -0.019073  -0.11
C 6.890966 3.502814 -2.009599  0.02
C -0.387872 -4.223638 -2.253897  -0.49
H 3.250842 0.305308 -3.268360  0.14
H 0.988127 -5.891617 -2.342076  0.06
H -1.120279 0.073246 3.834552  0.08
Br -0.362861 -0.893481 -1.467761  0.23
C -3.999298 -3.858994 -1.162509  -0.18
H 9.904468 4.063168 0.311602  0.13
H 8.152255 2.444147 1.008994  0.12
H 0.616370 5.046248 0.022099  0.08
H -4.604942 -3.303479 -0.442607  0.06
C -1.954152 1.889326 -0.133748  -0.36
H -3.926765 1.763343 0.751554  0.09
H -1.377376 4.010928 -4.210562  0.08
H 0.122079 -1.802882 4.633427  0.07
H 0.389993 -5.362895 -3.930383  0.07
H -3.692068 -2.221173 -5.047650  0.06
C 1.419724 2.273177 -0.525816  -0.14

Cartesian forces, eV/Å:
-0.01 0.35 0.27
0.21 -0.02 0.58
0.03 -0.06 -0.23
0.00 -0.04 0.18
-0.47 0.50 -0.14
-0.43 0.27 -0.05
0.61 0.35 0.26
0.35 0.14 0.22
0.16 0.64 0.00
-0.61 -0.62 0.11
0.52 -0.37 0.36
0.01 -0.43 0.58
-0.27 -0.55 -0.08
0.39 0.32 -0.62
-0.09 0.00 0.00
0.04 -0.13 -0.36
0.94 0.45 0.55
0.22 0.15 0.34
-0.34 0.09 -0.10
0.20 -0.09 0.36
1.31 -0.06 -0.75
0.46 0.23 0.16
-0.46 0.14 -0.38
-0.27 0.06 -0.32
-1.55 -1.54 0.43
0.12 -0.44 0.02
-0.02 0.00 -0.42
-0.17 0.03 0.06
0.14 -0.35 0.06
0.02 0.46 0.92
0.01 -0.11 0.05
-0.37 -0.08 -0.24
-0.08 0.02 -0.02
-0.57 -0.17 -0.03
0.42 -0.03 0.15
-0.04 1.78 -0.24
-0.13 -0.50 0.03
0.42 0.34 0.26
-0.21 -1.26 0.72
-0.53 -0.40 -1.51
0.22 0.13 -0.03
-0.11 -0.01 0.10
0.19 0.02 0.19
0.50 -0.34 0.55
0.06 0.25 -0.19
0.00 0.03 -0.46
0.00 0.24 0.17
0.09 0.44 -0.13
-0.94 -1.26 -0.57
-1.12 -1.29 -0.46
0.08 0.37 0.12
-0.51 1.22 0.08
0.12 0.13 -0.07
0.22 0.23 0.09
-0.04 -0.11 0.09
0.25 -0.41 0.00
0.30 0.24 0.14
-0.15 0.05 0.02
0.14 0.22 0.03
-0.16 -0.31 0.33
0.53 0.14 -0.36
0.02 0.19 0.27
0.09 -0.19 0.35
0.02 0.44 0.03
-0.46 1.01 -0.10
0.11 -0.09 -0.12
0.18 0.11 -0.32
1.03 0.14 0.53
-0.10 0.23 -0.21
-0.67 -0.32 -0.22
-0.29 0.01 -0.40
-0.36 -0.11 0.04
0.00 -0.13 0.07
0.26 -0.91 0.30
0.28 0.21 -0.29
0.06 -0.30 -0.08
0.20 -0.09 -0.29
-0.03 -0.11 0.07
0.17 -0.12 -0.06
-0.11 0.96 -0.40

The value obtained for the HOMO-LUMO gap (alpha / beta) is 3.6 / 3.5 eV. As for the total charge: +2.



This record from the Open Molecules 2025 dataset describes C7H4Cl2 as an isolated structure in a non-equilibrium geometry. The level of theory is wB97M-V/def2-TZVPD.

Each line ends with the Löwdin charge.
Element x y z (Å)
C -0.526759 -0.897203 0.794229  -0.13
Cl -3.231464 -2.009834 0.381595  0.81
C 0.786542 -0.854275 0.047905  0.03
C -1.637873 0.847872 0.116207  0.06
H 0.749469 -0.276823 -2.037040  0.07
H -1.052170 0.869176 2.176202  0.07
C -1.162970 0.438365 1.299290  0.07
H -2.343063 1.713771 -0.232121  0.10
C 0.355999 -0.543640 -1.180944  0.07
Cl -5.184221 1.271083 -0.510831  -0.67
C -1.636155 -1.519508 0.012134  -0.39
C -1.028097 -0.388584 -0.704497  -0.16
H 1.712957 -0.990172 0.431296  0.08

Cartesian forces, eV/Å:
-0.76 0.78 -0.13
1.76 0.81 -0.45
-1.86 0.03 -1.63
-1.52 0.45 -2.32
1.92 0.91 -4.23
0.08 1.93 4.17
0.63 -3.55 -4.15
1.36 -1.71 0.64
-1.61 -0.62 5.51
0.74 -0.27 0.16
-0.34 1.31 0.63
-3.09 0.55 0.59
2.69 -0.62 1.22

The value obtained for the HOMO-LUMO gap (alpha / beta) is 4.0 / 4.1 eV. As for the total charge: 0.



Calculated ΔE to the lowest compared entry with this formula, charge and spin in order - 76.3, 47.5, 20.5, 32.5, 110.9 kcal/mol